{"formula": "C10H38O14", "method": "ωB97M-V/def2-TZVPD", "species": ["O", "H", "H", "O", "H", "H", "O", "H", "H", "O", "H", "H", "C", "C", "O", "O", "H", "H", "H", "H", "H", "H", "C", "C", "O", "O", "H", "H", "H", "H", "H", "H", "C", "C", "O", "O", "H", "H", "H", "H", "H", "H", "C", "C", "O", "O", "H", "H", "H", "H", "H", "H", "C", "C", "O", "O", "H", "H", "H", "H", "H", "H"], "xyz": [[2.34644, 1.26068, -3.67432], [2.25664, 1.10697, -2.74006], [2.59904, 0.36851, -3.94692], [1.57476, -2.06426, -0.04526], [1.93785, -2.69655, 0.51618], [1.57310, -2.66398, -0.81210], [-2.05570, 0.43645, 0.99170], [-1.44258, -0.14584, 0.61480], [-1.99867, 0.31804, 1.89023], [0.41774, 4.46364, -2.60115], [1.25538, 4.73429, -2.77928], [0.30806, 3.50803, -2.80352], [0.99706, 1.38360, 0.01955], [1.50163, 1.16667, 1.37925], [1.02836, 2.19250, 2.23290], [1.70080, 0.67352, -0.94947], [0.97299, 2.41340, -0.33459], [0.02647, 1.08259, -0.03229], [2.56252, 1.26727, 1.57260], [1.11368, 0.15670, 1.52188], [0.08001, 2.29149, 1.97318], [1.57116, -0.31226, -0.78993], [-1.45221, 5.42601, 0.42680], [-1.79704, 3.93899, 0.19552], [-1.89803, 3.22418, 1.32141], [-1.65465, 5.98363, -0.85136], [-0.51190, 5.54056, 0.83478], [-2.08052, 5.84543, 1.21580], [-1.22258, 3.48567, -0.61864], [-2.90277, 3.90821, -0.09793], [-2.01007, 2.31990, 0.98671], [-1.03684, 5.53525, -1.48438], [-1.27790, -1.17029, 4.97370], [-0.50805, -0.43321, 3.86786], [-1.28227, 0.69132, 3.48521], [-0.85666, -2.51722, 4.69885], [-2.32749, -1.09254, 4.88408], [-0.81720, -0.69319, 5.89897], [-0.33026, -1.02362, 2.99897], [0.53977, -0.12253, 4.18791], [-1.44661, 1.22583, 4.25842], [-1.59089, -2.95336, 4.29092], [-1.48018, -3.77027, -0.51931], [-1.73685, -2.36635, 0.15523], [-0.88078, -1.48514, -0.61608], [-2.63799, -4.56700, -0.32849], [-0.70867, -4.34392, 0.01753], [-1.14038, -3.83434, -1.54076], [-1.51398, -2.30564, 1.20178], [-2.80587, -2.05423, 0.05596], [-0.01338, -1.79906, -0.47051], [-2.28172, -5.40122, -0.55837], [2.47782, -3.10564, -2.87331], [1.77354, -1.91678, -3.61207], [2.71283, -1.25191, -4.49569], [1.48186, -3.80077, -2.24577], [3.25346, -2.68656, -2.27693], [3.08025, -3.76563, -3.41556], [1.24790, -1.18386, -2.93150], [1.15310, -2.39789, -4.32525], [3.23021, -1.91943, -4.89331], [0.92626, -4.10486, -3.00455]], "atomic_forces_ev_per_a": [[0.1, -0.1, -0.4], [-0.3, 0.4, 1.1], [0.2, 0.4, -0.7], [-0.2, 0.4, -1.8], [1.1, -1.2, 2.7], [-0.4, 0.3, -0.7], [-1.9, 1.7, -2.6], [1.5, -1.3, -1.4], [0.1, -0.1, 3.7], [-4.4, -1.9, 0.9], [3.8, 0.8, -0.9], [0.5, 1.1, 0.0], [1.8, 1.9, -1.7], [0.4, 0.9, 1.0], [-1.8, -0.5, -0.2], [0.7, -2.7, -0.8], [0.5, 0.3, 0.4], [-3.0, -0.8, 0.1], [0.4, -0.7, -0.8], [0.3, -0.4, 1.4], [0.6, 0.4, 0.8], [0.4, 2.0, -0.1], [-1.9, -2.1, -1.1], [-3.2, 2.3, -1.6], [1.6, -2.6, 2.9], [0.8, 0.7, -0.6], [2.6, 0.3, 0.4], [-0.6, 0.1, -0.6], [0.4, 0.1, 0.1], [1.3, 0.8, -1.1], [-0.2, -0.4, 0.8], [-0.6, 0.5, 0.8], [3.7, 0.0, -0.9], [0.2, 1.8, 1.0], [0.3, 0.2, -0.4], [0.3, -0.2, 1.7], [-1.1, 0.5, 0.1], [-1.1, -1.4, -0.4], [-0.4, -0.6, -0.7], [-1.2, -0.3, -0.1], [-0.1, 0.4, 0.2], [-0.6, -0.5, -0.2], [-0.5, -0.2, 2.7], [0.2, -0.8, -3.1], [-2.7, 1.0, 0.4], [-0.5, 0.9, -0.1], [0.5, 0.7, 0.2], [-0.3, 1.1, -0.6], [0.4, -0.4, 0.7], [1.0, -0.3, -0.3], [1.5, -0.4, 0.5], [-0.4, -1.8, -0.2], [0.0, 3.1, -0.7], [2.0, -0.6, -0.7], [-1.0, 1.0, 1.6], [-1.6, -1.5, 0.4], [0.1, 0.4, 1.7], [0.6, -1.0, -2.1], [0.7, -0.9, -0.9], [-1.8, -0.3, -0.2], [1.0, -1.0, -0.8], [0.2, 0.1, 1.3]], "homo_lumo_gap_ev": 8.7, "de_lowest_kcal_mol": 95.5, "lumo_ev": -0.286}

---

{"formula": "C3H14N2O", "method": "ωB97M-V/def2-TZVPD", "species": ["C", "C", "C", "N", "N", "H", "H", "H", "H", "H", "H", "H", "H", "H", "H", "H", "H", "H", "H", "O"], "xyz": [[0.32182, 0.59828, 0.63038], [-0.50046, 0.07154, -0.51877], [-1.81009, -0.62202, -0.04211], [-3.04749, -1.10070, -0.85030], [1.49071, 1.25071, 0.08921], [0.57872, -0.25790, 1.26362], [-0.33222, 1.15761, 1.26113], [-0.06141, -0.59710, -1.18837], [-0.78244, 1.00149, -1.11699], [-1.34626, -1.62550, 0.41335], [-2.21827, -0.04898, 0.83453], [-3.64835, -1.87459, -0.30887], [-3.70246, -0.48882, -1.24067], [-2.75802, -1.74285, -1.62087], [1.69524, 2.30127, 0.43435], [1.64603, 1.46019, -1.02592], [2.39895, 0.70391, 0.12013], [4.66424, -0.03369, 0.39537], [3.61721, -0.32157, 1.61993], [3.79454, 0.16870, 0.85088]], "atomic_forces_ev_per_a": [[-1.2, -1.9, -1.2], [-3.5, 1.7, -1.1], [0.4, -1.9, 3.4], [1.6, -4.6, 0.9], [3.4, 4.1, -2.9], [0.6, -0.1, 0.2], [0.1, 1.4, 0.6], [1.5, -0.9, -1.2], [0.3, -0.8, 0.3], [-1.6, 1.8, -0.8], [0.1, -0.6, -0.9], [1.4, 2.3, -0.5], [-1.2, 2.1, -0.6], [0.1, 0.8, 0.0], [-0.5, -2.7, -0.2], [-1.9, -0.7, 2.5], [-1.3, 0.6, 0.8], [0.2, -0.4, 0.3], [0.0, -2.2, 2.9], [1.4, 2.1, -2.6]], "homo_lumo_gap_ev": [12.9, 3.4], "s_squared": 0.75, "spin_multiplicity": 2, "de_lowest_kcal_mol": 39.9, "lumo_ev": [-11.297, -20.254], "charge": 3}

---

{"formula": "C42H66ClN22O3P2S", "method": "ωB97M-V/def2-TZVPD", "species": ["O", "P", "Cl", "N", "P", "O", "O", "S", "H", "H", "H", "C", "C", "N", "H", "H", "H", "C", "C", "N", "H", "H", "H", "C", "C", "N", "H", "H", "H", "C", "C", "N", "H", "H", "H", "C", "C", "N", "H", "H", "H", "C", "C", "N", "H", "H", "H", "C", "C", "N", "H", "H", "H", "C", "C", "N", "H", "H", "H", "C", "C", "N", "H", "H", "H", "C", "C", "N", "H", "H", "H", "C", "C", "N", "H", "H", "H", "C", "C", "N", "H", "H", "H", "C", "C", "N", "H", "H", "H", "C", "C", "N", "H", "H", "H", "C", "C", "N", "H", "H", "H", "C", "C", "N", "H", "H", "H", "C", "C", "N", "H", "H", "H", "C", "C", "N", "H", "H", "H", "C", "C", "N", "H", "H", "H", "C", "C", "N", "H", "H", "H", "C", "C", "N", "H", "H", "H"], "xyz": [[2.40330, 2.49702, -2.69283], [1.21643, 1.46910, -2.11096], [0.26825, 0.83501, -3.95088], [1.91460, 0.02452, -1.59442], [2.61085, 0.12448, -0.16420], [3.78172, -1.05051, -0.10638], [1.64371, -0.41590, 1.03094], [3.42139, 1.81744, 0.37161], [2.90665, 2.04878, -3.39632], [4.56582, -0.59272, -0.42104], [2.20490, -0.98471, 1.57277], [2.31042, 1.36540, -7.48043], [2.84586, 1.20715, -6.13605], [3.23392, 1.09209, -5.07704], [1.86161, 0.42975, -7.80549], [1.54843, 2.14242, -7.47814], [3.11009, 1.63974, -8.16572], [0.56575, -3.59634, 1.24820], [1.06395, -3.78281, 2.60810], [1.49724, -3.86473, 3.65860], [0.11852, -4.51408, 0.87343], [-0.18155, -2.80800, 1.24501], [1.38666, -3.30164, 0.59719], [-1.36345, 4.03095, -0.39599], [-0.80877, 2.86117, 0.26814], [-0.33955, 1.94291, 0.74684], [-0.64436, 4.42142, -1.11460], [-2.27394, 3.75725, -0.92315], [-1.59261, 4.80339, 0.33601], [4.31190, -3.99987, -0.93684], [5.53401, -4.76520, -1.19683], [6.49025, -5.34674, -1.41057], [4.50007, -3.24406, -0.17970], [3.97659, -3.50685, -1.84681], [3.52999, -4.67084, -0.58656], [6.03648, -2.13951, -4.25722], [4.96659, -2.32040, -5.22554], [4.11800, -2.46391, -5.96228], [5.64306, -1.63739, -3.37500], [6.42748, -3.11503, -3.97186], [6.83863, -1.54061, -4.68203], [-3.11951, -1.97976, 2.24485], [-2.92988, -2.88906, 1.11932], [-2.71195, -3.56997, 0.23324], [-4.18055, -1.85966, 2.45989], [-2.61935, -2.37915, 3.12465], [-2.69659, -1.01519, 2.00229], [0.38441, -0.73781, 4.28195], [-0.74467, -0.06563, 3.65394], [-1.61833, 0.44485, 3.14696], [0.61715, -0.26779, 5.22874], [0.13667, -1.78342, 4.45752], [1.25388, -0.68325, 3.62968], [1.91678, 1.99395, 7.32124], [0.89221, 0.96085, 7.39932], [0.08188, 0.15879, 7.39929], [2.11354, 2.40504, 8.30976], [2.82469, 1.55390, 6.92443], [1.58904, 2.79074, 6.65718], [6.03719, 0.25481, 6.32564], [4.72874, 0.24731, 5.68060], [3.71053, 0.24008, 5.17079], [5.97118, 0.76718, 7.28279], [6.36671, -0.76802, 6.49166], [6.75443, 0.77048, 5.68999], [-3.04195, -0.25380, -5.96278], [-2.20941, 0.81803, -6.49461], [-1.56458, 1.66299, -6.90386], [-3.43339, 0.04076, -4.99080], [-3.86315, -0.45491, -6.64150], [-2.44644, -1.15665, -5.84188], [3.07504, 4.81318, 2.55111], [3.51113, 4.52747, 3.91626], [3.85567, 4.31088, 4.98016], [2.62563, 3.92578, 2.10718], [2.34249, 5.61817, 2.56430], [3.92712, 5.11489, 1.94678], [-6.94264, 1.29592, -7.74121], [-6.35988, 0.07102, -7.20326], [-5.89603, -0.88524, -6.79613], [-6.27563, 1.71800, -8.48970], [-7.90358, 1.07416, -8.19987], [-7.08473, 2.01906, -6.94052], [-4.14049, -0.09585, 6.30599], [-5.34464, -0.18553, 5.47364], [-6.29141, -0.24907, 4.84484], [-4.38079, 0.38138, 7.25306], [-3.75864, -1.09545, 6.50076], [-3.37161, 0.47993, 5.79395], [-5.54074, 4.27993, 0.27500], [-4.63666, 5.29441, -0.26314], [-3.97165, 6.11356, -0.67749], [-6.04902, 4.67658, 1.15100], [-6.27952, 4.02156, -0.47747], [-4.98496, 3.38681, 0.55768], [-1.36480, -3.19964, -8.48146], [-2.36480, -2.20126, -8.84954], [-3.13909, -1.42602, -9.13374], [-1.85079, -4.15518, -8.29788], [-0.64433, -3.31191, -9.28831], [-0.84393, -2.88342, -7.57957], [3.63594, -5.94919, 5.84319], [4.15674, -5.95269, 7.20767], [4.56364, -5.95423, 8.27109], [3.20144, -6.91839, 5.60910], [2.86996, -5.18210, 5.74270], [4.44076, -5.73887, 5.14292], [-5.89430, 2.00541, -2.86597], [-4.46543, 2.09679, -2.57356], [-3.34859, 2.15505, -2.35702], [-6.04199, 1.48512, -3.80956], [-6.40018, 1.45955, -2.07207], [-6.32025, 3.00233, -2.94227], [2.32536, -3.26437, 9.76783], [3.20508, -2.27661, 9.15377], [3.88625, -1.49967, 8.68144], [1.94830, -2.87764, 10.71204], [1.48766, -3.47328, 9.10628], [2.87703, -4.18512, 9.94877], [-8.08368, 5.91032, -2.74309], [-8.35091, 4.75952, -1.89227], [-8.55595, 3.83819, -1.25630], [-7.58594, 5.57639, -3.65203], [-9.00798, 6.41782, -3.00995], [-7.43258, 6.60496, -2.21500], [-4.04876, 6.03275, -5.05097], [-5.11602, 5.03961, -5.11759], [-5.95121, 4.26635, -5.15833], [-4.18811, 6.66222, -4.17447], [-3.08744, 5.52896, -4.97768], [-4.06535, 6.64987, -5.94652], [8.18640, -6.33242, 1.08764], [8.62626, -6.52161, 2.46942], [8.96738, -6.67065, 3.54530], [7.74028, -7.24979, 0.71275], [7.45128, -5.53594, 1.03704], [9.03593, -6.06913, 0.46295]], "atomic_forces_ev_per_a": [[-0.7, -1.2, -0.3], [0.2, 0.4, 0.6], [0.1, -0.2, 0.0], [0.0, 0.9, 0.1], [-0.3, 0.5, -0.7], [-0.6, -0.1, 0.1], [0.4, -0.9, -0.4], [0.4, 0.2, 0.2], [0.2, 0.1, 0.1], [0.3, 0.1, 0.1], [0.0, 0.1, 0.3], [0.0, 0.0, 0.0], [-0.6, 0.1, -1.4], [0.9, -0.1, 1.3], [0.0, 0.0, 0.0], [-0.1, 0.0, 0.0], [0.0, 0.0, 0.0], [0.0, -0.1, 0.1], [-0.3, 0.2, -1.3], [0.4, -0.3, 1.2], [-0.1, 0.0, 0.0], [0.0, 0.1, -0.1], [0.0, 0.1, 0.0], [0.0, 0.0, 0.1], [-0.4, 1.0, -0.6], [0.4, -1.0, 0.8], [0.0, -0.1, 0.0], [0.1, 0.0, 0.0], [0.0, 0.0, 0.0], [0.2, -0.2, 0.0], [-1.2, 0.7, 0.2], [1.0, -0.6, -0.2], [-0.1, 0.1, 0.0], [0.0, 0.1, 0.0], [0.0, 0.0, 0.0], [0.0, -0.1, 0.1], [1.2, 0.3, 1.1], [-1.4, -0.3, -1.3], [0.0, 0.1, 0.0], [0.1, 0.0, 0.1], [0.0, 0.0, 0.0], [-0.3, -0.3, -0.2], [-0.2, 0.8, 1.0], [0.1, -0.9, -0.9], [0.0, 0.0, 0.0], [0.0, 0.0, 0.0], [0.1, 0.2, 0.0], [0.0, -0.1, -0.2], [1.8, -0.9, 0.9], [-1.8, 1.1, -0.6], [0.0, 0.0, 0.0], [0.0, 0.0, 0.0], [0.0, 0.1, 0.0], [0.0, 0.0, 0.2], [0.7, 0.8, -0.1], [-0.8, -0.7, 0.3], [0.0, 0.0, 0.0], [0.0, 0.0, -0.1], [0.0, 0.0, 0.0], [-0.1, 0.0, -0.1], [1.1, 0.0, 0.5], [-1.0, -0.1, -0.5], [0.0, 0.0, 0.0], [0.0, 0.0, 0.0], [0.0, 0.0, 0.0], [0.2, 0.1, 0.0], [-0.6, -0.8, 0.5], [0.6, 0.9, -0.6], [0.0, 0.0, 0.0], [0.2, 0.0, 0.1], [0.0, 0.0, 0.1], [-0.1, 0.0, 0.1], [-0.4, 0.2, -1.2], [0.3, -0.2, 1.2], [0.0, -0.1, 0.0], [0.0, 0.0, 0.0], [0.0, 0.0, 0.0], [0.0, 0.0, 0.1], [-0.6, 1.0, -0.5], [0.1, -1.0, 0.4], [0.0, 0.0, 0.0], [0.0, 0.0, 0.0], [0.0, 0.1, 0.0], [-0.1, 0.0, -0.2], [1.2, 0.1, 0.8], [-1.0, -0.1, -0.7], [0.0, 0.0, 0.0], [0.0, 0.0, 0.0], [0.0, 0.0, 0.0], [0.3, 0.0, 0.0], [-1.3, -1.4, 0.8], [1.1, 1.4, -0.8], [0.0, 0.0, 0.0], [0.0, -0.1, 0.1], [0.0, 0.0, 0.0], [-0.1, 0.1, 0.0], [1.4, -1.4, 0.5], [-1.4, 1.4, -0.6], [0.0, 0.0, 0.0], [0.0, 0.0, 0.0], [0.0, 0.0, 0.0], [0.0, 0.1, 0.1], [-0.4, 0.0, -1.2], [0.4, 0.0, 1.2], [0.0, 0.0, 0.0], [0.0, 0.0, -0.1], [0.0, 0.0, 0.0], [0.1, -0.1, 0.1], [-1.2, -0.1, -0.3], [1.1, 0.1, 0.2], [0.0, 0.0, 0.0], [0.0, 0.0, 0.0], [0.0, -0.1, 0.0], [0.1, 0.0, 0.0], [-0.9, -1.0, 0.6], [0.9, 1.0, -0.6], [0.0, 0.0, 0.0], [0.0, 0.0, 0.0], [0.0, 0.0, 0.0], [0.1, 0.1, 0.0], [0.0, 0.9, -0.8], [-0.2, -1.0, 0.7], [0.0, 0.0, 0.0], [0.0, 0.0, 0.1], [0.0, 0.0, 0.0], [0.0, -0.1, 0.0], [1.0, 0.8, 0.1], [-1.0, -0.7, -0.1], [0.0, 0.0, 0.0], [0.0, 0.0, 0.0], [0.0, 0.0, 0.0], [0.1, 0.0, 0.2], [-0.4, 0.1, -1.2], [0.4, -0.2, 1.1], [0.0, 0.0, 0.0], [0.0, 0.0, 0.0], [0.0, 0.0, -0.1]], "homo_lumo_gap_ev": 6.2, "lumo_ev": 1.717, "charge": -1}

---

no.,strongest force on any atom (hartree/bohr)
1,0.095
2,0.119
3,0.043